[1]
A molecular structure, C22H27F9N2P2ReSe, computed with ωB97M-V/def2-TZVPD.

charge: +2
largest force on an atom: 4.9 eV/A
expectation value of S²: 3.813
energy above the lowest of the compared OMol25 structures with the same formula, charge and spin: 3.382 eV
highest occupied orbital energy (spin up / spin down): -13.68 / -13.79 eV
2S+1: 4
LUMO energy (spin up / spin down): -0.299 / -0.279 Eh
gap between HOMO and LUMO (spin up / spin down): 5.53 / 6.20 eV
M: 817.6 g/mol
calculated total energy: -5024.43121 a.u.

Geometry (Å):
Re: 0.822 -0.241 0.377
C: 0.510 0.462 -2.577
N: 1.613 0.213 -1.571
C: 2.454 1.446 -1.401
C: 2.421 -0.983 -1.969
C: 2.379 -2.136 -0.984
N: 1.240 -2.024 -0.026
C: 0.864 -3.239 0.616
C: -0.464 -3.469 0.972
F: -1.313 -2.396 0.767
C: -0.905 -4.688 1.493
F: -2.198 -4.932 1.809
C: 0.007 -5.733 1.708
C: 1.342 -5.535 1.362
F: 2.260 -6.520 1.516
C: 1.794 -4.290 0.861
F: 3.128 -4.057 0.592
H: 0.907 0.559 -3.583
H: -0.198 -0.365 -2.503
H: -0.020 1.374 -2.285
H: 2.880 1.763 -2.355
H: 1.838 2.234 -0.960
H: 3.307 1.262 -0.718
H: 2.119 -1.298 -2.961
H: 3.448 -0.643 -2.053
H: 2.331 -3.091 -1.520
H: 3.313 -2.137 -0.411
H: -0.340 -6.691 2.082
C: 0.629 -1.251 3.797
P: 1.456 -0.018 2.682
C: 3.265 -0.065 2.974
C: 0.933 1.569 3.429
C: -0.494 1.855 2.966
P: -0.701 1.569 1.166
C: -0.447 3.213 0.404
C: -2.512 1.205 1.006
H: 1.068 -1.084 4.788
H: 0.885 -2.266 3.520
H: -0.444 -1.096 3.854
H: 3.502 0.080 4.029
H: 3.756 0.748 2.430
H: 3.686 -1.009 2.638
H: 1.618 2.328 3.072
H: 1.039 1.497 4.507
H: -0.759 2.900 3.168
H: -1.202 1.229 3.493
H: -1.278 3.882 0.654
H: -0.340 3.143 -0.698
H: 0.476 3.649 0.781
H: -3.112 2.115 0.888
H: -2.867 0.629 1.877
H: -2.639 0.603 0.098
F: -4.073 5.073 -4.479
C: -3.569 3.859 -4.006
C: -3.092 2.866 -4.918
F: -2.929 3.161 -6.206
C: -2.846 1.597 -4.478
F: -2.646 0.681 -5.492
C: -3.247 1.178 -3.206
Se: -3.328 -0.615 -2.549
C: -3.888 2.234 -2.513
F: -4.916 1.794 -1.717
C: -3.489 3.528 -2.645
F: -3.034 4.374 -1.592


[2]
2 unconnected molecules or ions with the total composition C22H27FN4O5S, computed with ωB97M-V/def2-TZVPD.

charge: 0
largest force on an atom: 3.0 eV/A
highest occupied orbital energy: -9.17 eV
LUMO energy: -0.006 Eh
gap between HOMO and LUMO: 9.01 eV
M: 478.5 g/mol
calculated total energy: -1947.85298 a.u.
structure (SMILES): NS(=O)(=O)c1ccc(C(=O)NCc2ccc(F)cc2)cc1.CNC(=O)[C@@H]1CCCN1C(C)=O

Geometry (Å):
N: 5.573 4.262 -2.474
S: 5.454 4.133 -0.826
O: 6.803 4.447 -0.354
O: 4.432 5.106 -0.443
C: 4.970 2.406 -0.556
C: 3.769 1.921 -1.086
C: 3.372 0.601 -0.850
C: 4.171 -0.267 -0.079
C: 3.772 -1.670 0.179
O: 4.490 -2.397 0.856
N: 2.595 -2.197 -0.330
C: 2.139 -3.566 -0.099
C: 0.990 -3.603 0.879
C: 1.014 -2.843 2.062
C: -0.044 -2.921 2.975
C: -1.127 -3.769 2.732
F: -2.148 -3.848 3.617
C: -1.151 -4.534 1.563
C: -0.102 -4.452 0.641
C: 5.375 0.240 0.452
C: 5.772 1.559 0.218
H: 5.530 5.255 -2.656
H: 6.484 3.894 -2.706
H: 3.129 2.577 -1.674
H: 2.424 0.276 -1.269
H: 1.959 -1.551 -0.788
H: 2.946 -4.201 0.283
H: 1.828 -3.997 -1.057
H: 1.861 -2.198 2.282
H: -0.022 -2.331 3.886
H: -1.991 -5.196 1.379
H: -0.135 -5.062 -0.258
H: 6.011 -0.400 1.059
H: 6.702 1.924 0.651
C: -6.223 3.355 0.170
N: -5.607 2.136 -0.355
C: -4.462 1.616 0.108
O: -3.846 2.131 1.033
C: -3.991 0.300 -0.538
C: -4.444 -0.896 0.311
C: -3.198 -1.262 1.114
C: -2.081 -0.997 0.112
N: -2.533 0.143 -0.673
C: -1.683 0.906 -1.390
C: -2.219 2.123 -2.126
O: -0.485 0.644 -1.493
H: -5.714 4.233 -0.233
H: -6.134 3.376 1.260
H: -7.279 3.392 -0.100
H: -6.080 1.653 -1.103
H: -4.451 0.218 -1.523
H: -5.284 -0.654 0.963
H: -4.705 -1.729 -0.344
H: -3.097 -0.593 1.969
H: -3.222 -2.303 1.434
H: -1.949 -1.863 -0.539
H: -1.149 -0.779 0.636
H: -3.060 1.840 -2.753
H: -1.428 2.539 -2.748
H: -2.521 2.873 -1.397


[3]
A single C22H27N3O2 molecule, computed with ωB97M-V/def2-TZVPD.

charge: 0
largest force on an atom: 0.7 eV/A
energy above the lowest of the compared OMol25 structures with the same formula, charge and spin: 0.609 eV
highest occupied orbital energy: -8.26 eV
LUMO energy: 0.030 Eh
gap between HOMO and LUMO: 9.07 eV
M: 365.5 g/mol
calculated total energy: -1169.33119 a.u.
structure (SMILES): Cc1ccc(OCCn2c(CCNC(=O)C(C)C)nc3ccccc32)cc1

Geometry (Å):
C: -3.727 -5.161 0.290
C: -2.407 -4.471 0.465
C: -1.431 -4.557 -0.524
C: -0.216 -3.924 -0.379
C: 0.063 -3.183 0.769
O: 1.301 -2.600 0.810
C: 1.547 -1.559 1.724
C: 0.751 -0.286 1.388
N: 0.983 0.129 0.031
C: 2.074 0.783 -0.477
C: 3.193 1.289 0.366
C: 3.320 2.815 0.198
N: 2.027 3.469 0.184
C: 1.136 3.337 1.187
O: 1.396 2.770 2.232
C: -0.228 3.970 0.922
C: -0.104 5.434 0.503
C: -0.992 3.154 -0.123
N: 1.996 0.990 -1.761
C: 0.811 0.431 -2.162
C: 0.230 0.360 -3.422
C: -0.995 -0.264 -3.527
C: -1.639 -0.802 -2.412
C: -1.082 -0.738 -1.151
C: 0.155 -0.123 -1.038
C: -0.900 -3.100 1.767
C: -2.118 -3.741 1.606
H: -3.590 -6.242 0.292
H: -4.179 -4.885 -0.661
H: -4.412 -4.899 1.093
H: -1.632 -5.121 -1.422
H: 0.539 -3.980 -1.147
H: 1.339 -1.863 2.758
H: 2.619 -1.365 1.628
H: 1.025 0.518 2.079
H: -0.319 -0.482 1.492
H: 4.130 0.822 0.059
H: 3.008 1.061 1.413
H: 3.909 3.216 1.028
H: 3.814 3.045 -0.745
H: 1.695 3.787 -0.711
H: -0.773 3.920 1.870
H: 0.504 5.985 1.217
H: 0.348 5.531 -0.482
H: -1.090 5.891 0.467
H: -1.138 2.132 0.219
H: -1.970 3.597 -0.298
H: -0.459 3.120 -1.072
H: 0.731 0.780 -4.280
H: -1.472 -0.341 -4.493
H: -2.599 -1.280 -2.538
H: -1.596 -1.160 -0.300
H: -0.719 -2.546 2.676
H: -2.856 -3.662 2.392


[4]
A single C22H27N3O3 molecule, computed with ωB97M-V/def2-TZVPD.

charge: 0
largest force on an atom: 0.6 eV/A
energy above the lowest of the compared OMol25 structures with the same formula, charge and spin: 1.853 eV
highest occupied orbital energy: -8.49 eV
LUMO energy: 0.009 Eh
gap between HOMO and LUMO: 8.74 eV
M: 381.5 g/mol
calculated total energy: -1244.56718 a.u.
structure (SMILES): CCCN(CC(=O)Nc1ccc(C(C)=O)cc1)CC(=O)Nc1ccccc1C

Geometry (Å):
C: -6.354 -0.326 1.086
C: -5.323 0.356 0.196
C: -3.897 0.007 0.642
N: -2.828 0.533 -0.186
C: -2.779 1.979 -0.313
C: -1.327 2.354 -0.609
O: -0.981 2.936 -1.612
N: -0.492 1.890 0.363
C: 0.895 1.750 0.329
C: 1.500 1.019 1.352
C: 2.853 0.764 1.330
C: 3.643 1.239 0.284
C: 5.093 0.957 0.159
C: 5.718 0.097 1.229
O: 5.743 1.389 -0.768
C: 3.036 2.006 -0.712
C: 1.683 2.268 -0.697
C: -2.651 -0.175 -1.454
C: -1.546 -1.217 -1.250
O: -1.781 -2.384 -1.032
N: -0.304 -0.665 -1.285
C: 0.932 -1.282 -1.000
C: 1.995 -1.013 -1.857
C: 3.244 -1.552 -1.625
C: 3.438 -2.371 -0.526
C: 2.391 -2.612 0.343
C: 1.128 -2.066 0.139
C: 0.045 -2.303 1.141
H: -6.231 -0.016 2.121
H: -7.361 -0.068 0.767
H: -6.243 -1.406 1.036
H: -5.463 1.439 0.238
H: -5.472 0.041 -0.838
H: -3.741 0.378 1.661
H: -3.774 -1.079 0.660
H: -3.082 2.430 0.636
H: -3.416 2.380 -1.114
H: -0.950 1.378 1.106
H: 0.894 0.636 2.160
H: 3.285 0.183 2.129
H: 5.214 -0.866 1.271
H: 6.770 -0.053 0.998
H: 5.630 0.582 2.198
H: 3.657 2.385 -1.510
H: 1.230 2.856 -1.478
H: -2.372 0.527 -2.242
H: -3.563 -0.698 -1.759
H: -0.220 0.236 -1.734
H: 1.831 -0.375 -2.713
H: 4.060 -1.334 -2.297
H: 4.407 -2.812 -0.343
H: 2.552 -3.231 1.214
H: 0.464 -2.649 2.083
H: -0.653 -3.052 0.768
H: -0.528 -1.393 1.313


Question: Which of these has the highest M?
Answer: C22H27F9N2P2ReSe


What did the third record say?
A single C22H27N3O2 molecule, computed with ωB97M-V/def2-TZVPD.

charge: 0
largest force on an atom: 0.7 eV/A
energy above the lowest of the compared OMol25 structures with the same formula, charge and spin: 0.609 eV
highest occupied orbital energy: -8.26 eV
LUMO energy: 0.030 Eh
gap between HOMO and LUMO: 9.07 eV
M: 365.5 g/mol
calculated total energy: -1169.33119 a.u.
structure (SMILES): Cc1ccc(OCCn2c(CCNC(=O)C(C)C)nc3ccccc32)cc1

Geometry (Å):
C: -3.727 -5.161 0.290
C: -2.407 -4.471 0.465
C: -1.431 -4.557 -0.524
C: -0.216 -3.924 -0.379
C: 0.063 -3.183 0.769
O: 1.301 -2.600 0.810
C: 1.547 -1.559 1.724
C: 0.751 -0.286 1.388
N: 0.983 0.129 0.031
C: 2.074 0.783 -0.477
C: 3.193 1.289 0.366
C: 3.320 2.815 0.198
N: 2.027 3.469 0.184
C: 1.136 3.337 1.187
O: 1.396 2.770 2.232
C: -0.228 3.970 0.922
C: -0.104 5.434 0.503
C: -0.992 3.154 -0.123
N: 1.996 0.990 -1.761
C: 0.811 0.431 -2.162
C: 0.230 0.360 -3.422
C: -0.995 -0.264 -3.527
C: -1.639 -0.802 -2.412
C: -1.082 -0.738 -1.151
C: 0.155 -0.123 -1.038
C: -0.900 -3.100 1.767
C: -2.118 -3.741 1.606
H: -3.590 -6.242 0.292
H: -4.179 -4.885 -0.661
H: -4.412 -4.899 1.093
H: -1.632 -5.121 -1.422
H: 0.539 -3.980 -1.147
H: 1.339 -1.863 2.758
H: 2.619 -1.365 1.628
H: 1.025 0.518 2.079
H: -0.319 -0.482 1.492
H: 4.130 0.822 0.059
H: 3.008 1.061 1.413
H: 3.909 3.216 1.028
H: 3.814 3.045 -0.745
H: 1.695 3.787 -0.711
H: -0.773 3.920 1.870
H: 0.504 5.985 1.217
H: 0.348 5.531 -0.482
H: -1.090 5.891 0.467
H: -1.138 2.132 0.219
H: -1.970 3.597 -0.298
H: -0.459 3.120 -1.072
H: 0.731 0.780 -4.280
H: -1.472 -0.341 -4.493
H: -2.599 -1.280 -2.538
H: -1.596 -1.160 -0.300
H: -0.719 -2.546 2.676
H: -2.856 -3.662 2.392


Question: Which value of calculated total energy does entry 3 give?
Answer: -1169.33119 a.u.


Copy entry 1 word for word.
A molecular structure, C22H27F9N2P2ReSe, computed with ωB97M-V/def2-TZVPD.

charge: +2
largest force on an atom: 4.9 eV/A
expectation value of S²: 3.813
energy above the lowest of the compared OMol25 structures with the same formula, charge and spin: 3.382 eV
highest occupied orbital energy (spin up / spin down): -13.68 / -13.79 eV
2S+1: 4
LUMO energy (spin up / spin down): -0.299 / -0.279 Eh
gap between HOMO and LUMO (spin up / spin down): 5.53 / 6.20 eV
M: 817.6 g/mol
calculated total energy: -5024.43121 a.u.

Geometry (Å):
Re: 0.822 -0.241 0.377
C: 0.510 0.462 -2.577
N: 1.613 0.213 -1.571
C: 2.454 1.446 -1.401
C: 2.421 -0.983 -1.969
C: 2.379 -2.136 -0.984
N: 1.240 -2.024 -0.026
C: 0.864 -3.239 0.616
C: -0.464 -3.469 0.972
F: -1.313 -2.396 0.767
C: -0.905 -4.688 1.493
F: -2.198 -4.932 1.809
C: 0.007 -5.733 1.708
C: 1.342 -5.535 1.362
F: 2.260 -6.520 1.516
C: 1.794 -4.290 0.861
F: 3.128 -4.057 0.592
H: 0.907 0.559 -3.583
H: -0.198 -0.365 -2.503
H: -0.020 1.374 -2.285
H: 2.880 1.763 -2.355
H: 1.838 2.234 -0.960
H: 3.307 1.262 -0.718
H: 2.119 -1.298 -2.961
H: 3.448 -0.643 -2.053
H: 2.331 -3.091 -1.520
H: 3.313 -2.137 -0.411
H: -0.340 -6.691 2.082
C: 0.629 -1.251 3.797
P: 1.456 -0.018 2.682
C: 3.265 -0.065 2.974
C: 0.933 1.569 3.429
C: -0.494 1.855 2.966
P: -0.701 1.569 1.166
C: -0.447 3.213 0.404
C: -2.512 1.205 1.006
H: 1.068 -1.084 4.788
H: 0.885 -2.266 3.520
H: -0.444 -1.096 3.854
H: 3.502 0.080 4.029
H: 3.756 0.748 2.430
H: 3.686 -1.009 2.638
H: 1.618 2.328 3.072
H: 1.039 1.497 4.507
H: -0.759 2.900 3.168
H: -1.202 1.229 3.493
H: -1.278 3.882 0.654
H: -0.340 3.143 -0.698
H: 0.476 3.649 0.781
H: -3.112 2.115 0.888
H: -2.867 0.629 1.877
H: -2.639 0.603 0.098
F: -4.073 5.073 -4.479
C: -3.569 3.859 -4.006
C: -3.092 2.866 -4.918
F: -2.929 3.161 -6.206
C: -2.846 1.597 -4.478
F: -2.646 0.681 -5.492
C: -3.247 1.178 -3.206
Se: -3.328 -0.615 -2.549
C: -3.888 2.234 -2.513
F: -4.916 1.794 -1.717
C: -3.489 3.528 -2.645
F: -3.034 4.374 -1.592